C23H19NO5S | wB97M-V/def2-TZVPD

```
49
Properties=species:S:1:pos:R:3:forces:R:3
C 2.165 3.242 -0.418 0.86 0.48 0.43
C 2.406 3.014 -1.900 -0.66 0.52 -0.29
C 1.121 2.440 -2.433 -0.79 0.18 -1.39
C 0.129 3.303 -2.966 0.42 0.18 0.60
C -1.076 2.816 -3.414 0.14 -0.82 -0.19
C -1.287 1.438 -3.435 0.10 -0.32 0.02
C -0.328 0.528 -2.986 1.05 1.85 0.69
O -0.662 -0.798 -3.099 0.64 -0.80 0.45
C 0.023 -1.708 -2.271 -0.60 0.71 0.41
C 0.928 -2.604 -2.793 0.02 -0.24 -0.22
C 1.622 -3.443 -1.939 -0.02 0.19 -0.30
C 1.427 -3.384 -0.552 0.06 -0.27 -0.44
C 0.459 -2.499 -0.010 -0.18 -0.26 0.20
C -0.256 -1.704 -0.907 0.38 0.44 -0.72
C 0.202 -2.451 1.452 1.13 -0.16 -0.06
O -0.854 -1.711 1.972 0.12 -0.03 -0.47
C -0.718 -0.354 1.971 0.62 2.31 -0.55
O 0.209 0.266 1.487 -0.54 -1.46 0.34
C -1.850 0.381 2.606 -1.28 -1.07 0.99
C -2.006 1.767 2.469 1.08 -0.15 -0.09
C -3.060 2.433 3.069 -0.06 -0.44 0.30
C -3.985 1.705 3.816 -0.33 0.47 0.00
C -3.834 0.344 4.012 -0.07 -0.58 -0.45
C -2.782 -0.333 3.394 -0.08 0.43 -0.42
C 0.962 -3.086 2.362 0.14 -0.39 -0.54
S 2.389 -4.034 1.881 3.13 -1.56 0.76
O 3.673 -3.317 2.029 -2.65 -0.37 -0.33
O 2.403 -5.338 2.556 -0.84 1.88 -1.05
N 2.159 -4.306 0.206 -2.02 1.41 2.24
C 0.908 1.061 -2.449 -1.39 -0.61 -0.35
H 1.310 3.878 -0.265 -0.52 0.19 -0.04
H 2.984 3.747 0.098 0.22 -0.11 -0.14
H 1.986 2.308 0.095 -0.12 -0.32 0.12
H 2.662 3.954 -2.449 -0.23 -0.67 0.51
H 3.185 2.297 -2.095 0.53 -0.18 0.13
H 0.261 4.387 -2.979 0.31 -0.29 0.10
H -1.853 3.471 -3.797 0.15 -0.02 0.10
H -2.217 1.054 -3.817 -0.21 -0.20 -0.07
H 1.062 -2.691 -3.865 0.09 0.20 0.09
H 2.333 -4.130 -2.416 -0.26 0.14 0.62
H -0.980 -0.964 -0.614 -0.15 -0.03 0.46
H -1.212 2.298 1.943 -0.36 -0.03 -0.04
H -3.176 3.509 3.021 0.13 -0.09 -0.28
H -4.857 2.239 4.200 0.28 -0.26 0.14
H -4.585 -0.246 4.543 0.25 0.34 -0.01
H -2.756 -1.420 3.463 0.27 0.29 0.05
H 0.744 -3.096 3.441 0.33 0.04 -0.69
H 2.962 -4.682 -0.223 1.11 -0.52 -0.38
H 1.663 0.417 -1.994 -0.21 -0.02 -0.27
```
Positions in Å, forces in eV/Å.

The structure (SMILES) is CCc1cccc(Oc2ccc3c(c2)C(OC(=O)c2ccccc2)=CS(=O)(=O)N3)c1. Its energy above the lowest of the compared OMol25 structures with the same formula, charge and spin is 0.0 kJ/mol. The calculation puts the molar mass at 421.5 g mol⁻¹. The highest occupied orbital energy comes out at -8.505 eV. Its net charge is 0.